The following is a quantum chemistry calculation of an isolated ion of composition C6H13N2 and charge +1 in a non-equilibrium geometry, from OMol25.

XYZ file:
```
21
Properties=species:S:1:pos:R:3:forces:R:3
C -1.23243 1.72169 0.13884 4.48 -0.59 2.01
C -1.39674 0.25286 0.03032 4.31 -2.91 0.51
N -2.57093 -0.29568 0.05257 -2.71 -0.69 -0.41
N -0.20013 -0.59958 -0.11553 -2.53 2.48 1.09
C -0.17079 -2.08603 0.11859 0.21 1.90 0.94
C 1.01070 0.02697 0.40413 1.37 0.69 -1.44
C 2.37479 -0.18942 -0.29683 0.45 -1.34 1.64
C 1.72711 1.08013 -0.52403 -0.98 -0.73 -0.31
H -0.98615 2.16270 1.18985 -0.96 -1.25 -1.47
H -2.06150 2.13215 -0.28200 -2.07 1.80 -1.19
H -0.20961 1.93607 -0.33402 -2.06 0.08 0.07
H -3.45304 0.25284 0.17355 1.46 -0.31 -0.22
H -2.79860 -1.27832 -0.18347 0.82 0.86 0.40
H -1.05153 -2.50048 -0.34104 -0.27 -0.61 0.29
H 0.70185 -2.37334 -0.46424 -0.07 -0.49 0.34
H -0.02044 -2.23317 1.25587 -0.47 -0.29 -1.95
H 1.04419 0.10386 1.49570 0.02 0.31 -0.42
H 2.56704 -0.94834 -1.01298 -0.72 -0.34 -1.16
H 3.25680 -0.25020 0.32713 -0.23 0.42 0.64
H 2.14836 1.95829 -0.09235 0.10 0.55 0.14
H 1.32103 1.12703 -1.54006 -0.14 0.46 0.51
```
Positions in Å, forces in eV/Å.

## Properties
- total charge = +1
- E_HOMO (eV) = -14.1
- SMILES string = CC(=[NH2+])N(C)C1CC1
- energy relative to the best compared isomer or geometry (same formula, charge and spin) (kJ/mol) = 191.5
- Kohn-Sham gap (eV) = 10.5234
- LUMO (Eh) = -0.130
- multiplicity = 1
- E_tot (eV) = -9404.8826

Results of the Mulliken charge analysis, in e, for atoms 1 through 8: -1.074, 0.769, -0.292, 0.016, -0.975, -0.272, -0.766, -0.634